The following is a DFT calculation (ωB97M-V/def2-TZVPD) of 13 unconnected molecules or ions with the total composition C48H115N13O10 in a non-equilibrium geometry.

Each line ends with the Mulliken charge.
Element x y z (Å)
C: -6.9424 -9.4025 2.8239  -0.667
C: -6.0434 -10.4373 3.5908  -1.130
N: -5.3418 -9.8546 4.7380  1.201
C: -4.2285 -10.7700 5.1666  -0.946
C: -4.6373 -12.0281 5.8680  -1.555
C: -6.1301 -9.3950 5.8747  -0.755
C: -5.2816 -8.6170 6.9256  -1.230
H: -6.4753 -8.4383 2.6233  -0.086
H: -7.8646 -9.2864 3.3932  0.535
H: -7.1321 -9.8332 1.8406  0.149
H: -6.6534 -11.2931 3.8796  0.418
H: -5.3194 -10.7852 2.8539  0.360
H: -3.7826 -11.1527 4.2485  0.386
H: -3.4129 -10.3255 5.7369  0.633
H: -5.2384 -12.7260 5.2851  0.293
H: -3.7814 -12.5715 6.2683  0.448
H: -5.2854 -11.8714 6.7303  0.300
H: -6.5468 -10.2314 6.4358  0.444
H: -6.9494 -8.7376 5.5834  0.467
H: -4.7269 -7.8012 6.4622  0.219
H: -4.6254 -9.3683 7.3651  0.331
H: -5.9577 -8.1655 7.6516  0.411
C: -8.2354 -5.6891 1.5937  -1.649
C: -8.2764 -5.1288 0.1818  0.030
N: -8.1476 -6.1460 -0.8869  1.114
C: -8.9299 -7.3937 -0.7743  -1.374
C: -8.2515 -8.6123 -1.3571  -0.300
C: -8.2661 -5.5703 -2.2739  -0.646
C: -7.3301 -4.3019 -2.3732  -0.929
H: -9.1898 -6.1519 1.8444  0.507
H: -8.0700 -4.8520 2.2720  0.494
H: -7.4541 -6.4187 1.8068  0.108
H: -9.2221 -4.6070 0.0350  0.356
H: -7.4337 -4.4473 0.0652  -0.257
H: -9.1919 -7.6378 0.2552  0.349
H: -9.9037 -7.2862 -1.2521  0.268
H: -7.2986 -8.8879 -0.9054  -0.342
H: -8.9038 -9.4548 -1.1272  0.535
H: -8.0680 -8.5348 -2.4288  0.292
H: -9.2999 -5.3342 -2.5263  0.475
H: -7.9942 -6.3335 -3.0030  0.209
H: -6.2833 -4.5465 -2.1929  -0.132
H: -7.6503 -3.4513 -1.7714  0.435
H: -7.2942 -3.9826 -3.4147  0.332
C: -5.1279 -14.7572 -2.8488  -1.193
C: -6.1390 -13.5478 -2.8932  -0.450
N: -5.4791 -12.3421 -2.3126  0.913
C: -6.2086 -11.0960 -2.6374  0.729
C: -6.3155 -10.8650 -4.1610  -1.622
C: -5.1156 -12.3989 -0.9064  -0.343
C: -6.2665 -12.3973 0.1088  -1.014
H: -4.9251 -15.0679 -1.8239  0.308
H: -4.1542 -14.4459 -3.2270  0.153
H: -5.4982 -15.5477 -3.5015  0.440
H: -6.4105 -13.3007 -3.9196  0.314
H: -7.0636 -13.7931 -2.3706  0.336
H: -7.1923 -11.1208 -2.1685  0.274
H: -5.8210 -10.1962 -2.1598  -0.779
H: -5.3747 -10.9933 -4.6962  0.197
H: -6.9350 -11.6071 -4.6646  0.435
H: -6.7678 -9.8821 -4.2924  0.497
H: -4.4047 -11.5823 -0.7807  -0.283
H: -4.4193 -13.2102 -0.6943  0.601
H: -6.9107 -13.2205 -0.2002  0.389
H: -6.9065 -11.5177 0.0395  -0.053
H: -5.8991 -12.4489 1.1337  0.312
C: -1.1611 -3.9707 -3.2792  -0.118
C: -1.6387 -3.5288 -1.9023  0.047
O: -2.7964 -3.2972 -1.6549  -0.692
N: -0.6518 -3.4839 -1.0441  -0.034
C: -0.8344 -3.0391 0.3122  -0.807
H: -1.4259 -3.2555 -4.0579  0.286
H: -1.6949 -4.8974 -3.4894  -0.167
H: -0.0989 -4.2136 -3.3059  0.207
H: 0.2408 -3.9087 -1.2507  0.271
H: 0.0817 -2.7336 0.8177  0.361
H: -1.2317 -3.8991 0.8514  0.185
H: -1.5739 -2.2411 0.3787  0.264
C: 0.3529 -10.4272 -0.8008  -1.696
C: -0.6241 -9.3249 -0.4978  0.668
O: -1.8371 -9.4968 -0.3925  -0.354
N: -0.1223 -8.0900 -0.4282  0.114
C: -0.8525 -6.9379 0.0213  0.315
H: -0.0821 -11.4265 -0.7828  0.308
H: 1.0875 -10.3832 0.0033  0.548
H: 0.9046 -10.1844 -1.7090  0.281
H: 0.8330 -7.8672 -0.6687  0.323
H: -0.3355 -6.4430 0.8434  0.497
H: -1.8519 -7.2187 0.3534  -0.520
H: -0.8376 -6.0960 -0.6710  -0.539
C: -8.1529 -5.5214 -10.0378  -1.056
C: -7.4696 -5.4939 -8.6691  0.546
O: -6.3624 -5.9863 -8.6190  -0.552
N: -8.1134 -4.8624 -7.6502  -0.143
C: -7.4539 -4.7600 -6.3257  -0.479
H: -7.6058 -4.9492 -10.7871  0.242
H: -9.1794 -5.2007 -9.8605  0.342
H: -8.2739 -6.5603 -10.3446  0.294
H: -9.0603 -4.5109 -7.6541  0.265
H: -6.7073 -5.5195 -6.0937  0.071
H: -8.2696 -4.8297 -5.6060  0.257
H: -7.0237 -3.7609 -6.2561  0.223
C: -2.0698 -11.7893 -3.3807  0.386
C: -0.6070 -11.8055 -3.8696  0.485
O: 0.2631 -12.4739 -3.2924  -0.765
N: -0.2769 -11.0165 -4.8723  0.542
C: 1.0873 -10.9371 -5.4161  -1.158
H: -2.5533 -12.7075 -3.7143  0.063
H: -2.5457 -10.9108 -3.8163  -0.329
H: -2.0820 -11.8302 -2.2915  0.029
H: -0.9221 -10.3508 -5.2731  0.009
H: 1.1613 -9.8885 -5.7045  0.326
H: 1.2948 -11.5769 -6.2739  0.313
H: 1.8687 -11.0805 -4.6698  0.339
C: -3.6909 -2.5995 -7.3074  -1.085
C: -2.3578 -3.1794 -6.9229  0.857
O: -1.3376 -2.4924 -6.9065  -0.701
N: -2.2796 -4.4640 -6.6349  0.442
C: -3.3853 -5.4064 -6.4144  -0.528
H: -4.2442 -2.1496 -6.4831  0.245
H: -4.3835 -3.2797 -7.8032  0.224
H: -3.5592 -1.7743 -8.0073  0.386
H: -1.3740 -4.8141 -6.3568  -0.291
H: -4.1921 -5.3974 -7.1473  0.121
H: -3.8562 -5.1857 -5.4565  0.448
H: -3.0826 -6.4499 -6.3270  -0.138
C: -3.3892 -7.6483 -2.9350  0.647
C: -4.7866 -7.1072 -2.7519  0.931
O: -5.3658 -6.5150 -3.6349  -0.787
N: -5.4080 -7.2651 -1.5720  1.808
C: -4.8785 -8.0062 -0.3975  -0.951
H: -2.6585 -7.2901 -2.2098  -0.337
H: -2.9967 -7.4947 -3.9402  -0.291
H: -3.4641 -8.7103 -2.7009  -0.234
H: -6.3242 -6.8523 -1.4705  -0.834
H: -5.4408 -7.5911 0.4389  -0.063
H: -3.7982 -7.9258 -0.2771  0.136
H: -5.0646 -9.0786 -0.4559  0.023
C: -4.3411 -4.7793 0.5316  2.329
C: -4.9545 -3.4934 0.8921  -0.477
O: -5.5743 -3.3773 1.9500  -0.751
N: -4.8947 -2.5234 0.0306  0.348
C: -5.5207 -1.2779 0.1826  -1.204
H: -4.6012 -5.0424 -0.4937  -0.361
H: -4.6422 -5.5710 1.2177  -0.676
H: -3.2705 -4.6182 0.6579  -0.543
H: -4.2667 -2.5642 -0.7594  0.435
H: -6.5788 -1.3428 0.4362  0.329
H: -5.4335 -0.7174 -0.7481  0.385
H: -5.0806 -0.6764 0.9779  0.330
C: 1.4583 -5.6059 -5.5727  -1.216
C: 0.4291 -6.6234 -5.9747  0.625
O: 0.1081 -6.6141 -7.1433  -0.613
N: -0.0892 -7.5024 -5.1260  1.554
C: 0.2490 -7.6261 -3.7004  -1.103
H: 2.3515 -5.7821 -6.1722  0.352
H: 1.7451 -5.7553 -4.5318  0.287
H: 1.0551 -4.5939 -5.6098  0.236
H: -0.7631 -8.1779 -5.4569  -0.432
H: 0.3815 -6.7011 -3.1392  0.294
H: 1.2174 -8.1252 -3.7363  0.582
H: -0.5497 -8.2112 -3.2445  -0.048
C: -4.2962 -9.2426 -6.8127  -1.246
C: -2.8396 -9.5049 -6.9832  0.672
O: -2.0959 -9.3000 -6.0471  -1.178
N: -2.4782 -9.9544 -8.1528  -0.181
C: -1.1133 -10.3602 -8.4829  -0.862
H: -4.8657 -10.1682 -6.8958  0.586
H: -4.6471 -8.6011 -7.6210  0.566
H: -4.4608 -8.7968 -5.8317  -0.261
H: -3.1174 -10.3251 -8.8414  0.291
H: -1.1790 -10.5696 -9.5505  0.389
H: -0.7286 -11.2433 -7.9728  0.287
H: -0.3558 -9.6022 -8.2835  0.220
C: -2.7760 -8.7762 2.8341  0.041
C: -2.9000 -7.3844 3.3363  0.250
O: -1.9138 -6.6004 3.2372  -0.759
N: -4.0671 -7.1366 3.9132  0.574
C: -4.5230 -5.7832 4.3038  -0.988
H: -2.5330 -9.5015 3.6107  0.396
H: -1.9210 -8.8608 2.1634  -0.021
H: -3.6915 -9.0422 2.3058  -0.292
H: -4.5744 -7.9773 4.1498  -0.340
H: -5.2921 -5.4142 3.6253  0.201
H: -3.7415 -5.0339 4.4297  0.357
H: -5.1386 -5.8736 5.1988  0.343

Cartesian forces, eV/Å:
0.4 -1.1 0.6
-0.5 1.4 -0.4
1.6 -0.2 0.2
-0.4 -0.4 -1.1
-1.0 -0.9 1.3
0.2 0.5 0.7
-0.5 -0.6 -1.0
0.2 0.0 0.4
-0.1 0.3 -0.3
-0.4 -0.1 0.0
-0.2 -0.2 0.0
0.3 -0.1 0.3
0.2 0.5 -0.2
-0.3 0.7 -0.1
0.2 0.0 -0.5
0.1 0.0 -0.2
0.1 0.3 0.3
-0.5 -0.2 -0.1
0.0 -0.2 -0.5
0.2 -0.2 0.0
0.2 0.5 0.4
0.1 -0.3 0.2
-0.4 0.2 0.2
0.2 -1.1 -0.5
0.2 -0.5 -0.8
0.1 0.7 0.3
0.1 -0.5 0.1
1.1 0.8 1.5
-0.5 -1.0 -1.1
0.0 0.0 0.2
0.0 0.0 0.1
0.2 0.0 -0.4
-0.1 0.5 0.1
-0.2 0.1 0.0
0.3 0.3 0.2
-0.3 0.1 -0.3
0.0 0.4 0.2
-0.1 -0.2 -0.4
-0.2 -0.1 -0.1
-0.4 0.4 0.2
0.5 0.1 0.1
-0.1 -0.2 0.5
0.0 -0.2 0.0
-0.3 0.1 -0.1
-0.7 1.2 -0.3
1.7 0.1 0.7
-0.4 0.2 -0.6
-0.1 -0.9 -0.5
-0.3 -0.3 0.6
0.7 0.5 0.1
0.1 0.1 -0.8
-0.4 -0.4 -0.1
-0.1 0.2 -0.2
0.0 -0.3 0.4
0.2 -0.3 0.1
-0.3 -0.2 0.1
-0.7 -0.2 -0.3
0.9 -0.2 0.0
0.3 0.5 0.4
-0.5 0.2 0.2
0.2 0.1 -0.4
-0.3 0.6 0.3
-0.4 -0.6 -0.2
-0.1 -0.3 0.7
0.2 0.3 -0.1
-0.1 -0.4 0.0
-0.6 -0.5 0.0
0.6 -0.9 -2.6
-1.0 0.6 0.2
2.1 0.7 1.8
-0.7 -0.7 0.9
0.1 0.1 0.1
-0.2 -0.1 -0.2
0.0 0.3 -0.1
-0.3 0.3 -0.3
0.1 0.0 -0.4
-0.1 0.2 0.6
0.1 0.0 -0.2
0.4 0.4 0.8
-1.3 -0.7 -0.8
0.2 -0.4 0.3
1.1 1.4 0.0
0.0 0.9 0.6
-0.1 0.3 -0.4
0.2 -0.2 0.1
-0.2 -0.4 -0.2
0.0 -0.7 0.1
0.0 -0.5 0.6
0.2 0.2 -0.2
-0.6 -0.4 -0.9
-1.2 -0.3 1.3
-0.5 0.3 -1.8
0.7 -0.1 1.2
1.2 -0.7 1.0
-0.9 0.5 -0.3
-0.2 0.0 0.2
-0.1 0.5 -0.7
0.5 0.0 -0.1
0.3 -0.3 -0.7
-0.1 0.0 -0.4
0.2 0.0 0.3
0.3 -0.1 0.2
1.1 -0.1 -0.7
0.4 -1.3 2.3
-0.8 0.0 -0.3
1.0 0.6 -1.5
-0.4 1.0 0.5
-0.1 0.1 -0.2
-0.4 -0.1 0.3
0.0 0.4 -0.1
-0.3 -0.3 0.0
0.3 0.0 -0.5
-0.2 -0.1 0.1
-0.3 -0.3 0.2
-0.8 0.5 -0.6
0.6 1.3 -0.4
-0.2 0.3 0.1
-0.7 -2.6 0.4
-0.6 0.3 0.7
0.2 -0.2 0.4
0.2 -0.3 0.2
0.4 0.0 0.0
0.1 0.2 -0.4
0.3 0.3 -0.3
-0.2 0.0 0.2
0.7 0.2 -0.2
0.0 -0.6 0.5
0.5 0.3 0.5
-0.5 0.7 -1.6
1.5 -1.3 1.2
-0.6 0.6 -0.8
-0.2 0.3 0.2
-0.3 0.0 0.0
0.3 -0.3 -0.2
-0.3 0.2 0.1
0.4 -0.2 0.3
-0.1 0.4 0.0
-0.2 -0.2 -0.1
0.8 -0.6 -0.2
-1.5 -1.2 2.1
-0.3 0.2 0.4
0.9 1.1 -2.4
-0.8 1.6 0.5
0.4 -0.1 0.0
-0.1 0.2 0.0
0.2 -0.4 -0.4
0.1 -0.7 0.1
-0.1 -0.3 0.0
0.0 0.0 0.0
0.1 0.1 0.1
0.2 -0.5 1.7
0.5 0.7 -0.9
-0.7 -0.3 -1.4
-0.3 0.2 2.1
0.4 -0.4 -1.1
-0.2 0.4 -0.2
0.3 0.1 0.1
0.1 0.0 -0.6
-0.1 0.2 -0.5
-0.3 0.2 -0.3
0.0 -0.4 1.0
0.4 -0.1 0.2
-0.6 0.1 -0.2
-2.3 0.3 0.6
1.5 0.3 0.9
1.8 -1.4 -1.7
0.3 0.1 -0.3
0.0 -0.1 0.1
-0.1 0.2 0.1
-0.1 0.0 -0.2
-0.5 0.6 0.6
0.6 0.0 0.0
-0.5 -0.3 0.2
-0.4 0.4 -0.2
0.6 -0.8 -0.6
3.2 1.2 0.0
-2.2 -0.8 0.0
-0.2 1.8 0.2
-1.1 -0.8 0.2
-0.4 0.2 0.2
-0.2 0.3 -0.2
0.1 -0.4 0.0
-0.7 -0.1 0.1
0.5 0.2 -0.6
0.1 -0.5 -0.1
0.5 0.0 0.5

Highest occupied orbital energy (eV): -8.25
Total energy (eV): -91490.5856
Orbital gap (eV): 8.54